Molecular formula: C2H6NO
Method: DFT, wB97M-V/def2-TZVPD

```
10
Properties=species:S:1:pos:R:3:forces:R:3
C -0.984952 -0.259890 0.306490 -2.19 -3.57 1.30
C 0.269441 -0.157278 -0.443124 4.00 -2.61 -4.97
N -0.166070 0.928545 0.396152 1.62 0.72 1.47
O 1.634921 -0.740631 -0.243272 -2.77 3.09 2.83
H -1.991628 -0.278945 -0.209764 1.52 0.79 0.28
H -1.124403 -0.936324 1.246089 0.95 1.57 -1.55
H 0.366519 0.049052 -1.578256 -1.45 0.07 2.03
H -0.419990 1.805514 0.021394 -0.61 1.10 -0.98
H 0.436372 1.091610 1.199366 -0.14 -0.37 0.53
H 1.979790 -1.501653 -0.695075 -0.92 -0.79 -0.94
```
Forces are in eV/Å.

Total charge = +1
E_LUMO = -3.63 eV
SMILES = O[C@H]1C[NH2+]1
Relative energy (zero: lowest compared OMol25 entry of this formula, charge and spin) = 205.6 kJ/mol